(1)
Molecular formula: C5H5F
Method: DFT, wB97M-V/def2-TZVPD

```
11
Properties=species:S:1:pos:R:3:lowdin_charge:R:1
C -0.581 -0.729 -0.862 -0.26
C -1.180 0.044 0.116 -0.03
C -0.038 0.824 0.806 -0.21
C 1.255 0.334 0.169 -0.07
C 0.915 -0.616 -0.805 0.00
H -2.354 0.039 0.292 0.15
H -0.139 0.326 1.768 0.11
H -0.269 1.883 0.846 0.11
H 2.154 0.464 0.791 0.10
H 1.599 -1.148 -1.367 0.07
F -1.363 -1.420 -1.756 0.02
```

The structure (SMILES) is FC1=CCC=C1.

(2)
Molecular formula: C5H14NO
Method: DFT, wB97M-V/def2-TZVPD

```
21
Properties=species:S:1:pos:R:3:lowdin_charge:R:1
C -2.444 -1.912 -1.051 -0.11
C -1.698 -0.831 -0.269 -0.22
C -0.195 -0.777 -0.765 -0.20
C 0.794 -0.287 0.269 -0.15
C -0.027 1.957 0.883 0.16
N 0.871 1.178 0.471 0.06
H -3.405 -1.497 -1.400 0.08
H -2.085 -2.402 -1.942 0.07
H -2.818 -2.706 -0.393 0.08
H -2.077 0.136 -0.587 0.10
H -1.623 -1.037 0.795 0.10
H 0.077 -1.839 -0.933 0.12
H 0.051 -0.460 -1.784 0.12
H 0.547 -0.871 1.163 0.14
H 1.778 -0.601 -0.068 0.13
H 0.061 3.042 0.944 0.12
H -0.877 1.738 1.529 0.13
H 1.824 1.530 0.234 0.12
H 4.250 2.094 0.350 0.08
H 3.546 1.719 1.752 0.08
O 3.451 1.824 0.801 -0.02
```

The total charge is +1.

(3)
Molecular formula: CNO4S
Method: DFT, wB97M-V/def2-TZVPD

```
7
Properties=species:S:1:pos:R:3:lowdin_charge:R:1
C 1.364 0.383 0.173 -0.98
N -1.254 -0.264 -0.093 -0.57
O 1.260 1.541 0.327 0.03
O -2.286 -0.811 0.244 0.00
O -1.142 0.372 -1.117 0.01
O -0.251 -0.397 0.690 -0.11
S 2.309 -0.825 -0.225 0.62
```

The total charge is -1.

(4)
Molecular formula: C10H6HgI2NO
Method: DFT, wB97M-V/def2-TZVPD

```
21
Properties=species:S:1:pos:R:3:lowdin_spin:R:1
Hg 1.565 1.325 2.085 0.01
I -3.387 2.908 -0.261 0.00
C -2.205 1.208 -0.634 0.00
C -2.620 0.287 -1.580 0.04
C -1.826 -0.823 -1.801 0.02
I -2.513 -2.188 -3.271 0.00
C -0.611 -1.057 -1.118 0.04
C 0.244 -2.178 -1.330 0.26
C 1.434 -2.269 -0.574 0.09
C 1.744 -1.296 0.337 0.11
N 0.954 -0.215 0.574 0.23
C -0.223 -0.091 -0.147 0.07
C -1.015 1.083 0.141 0.05
O -0.649 1.929 1.013 0.04
H -3.540 0.432 -2.127 0.00
H -0.011 -2.939 -2.052 0.02
H 2.107 -3.108 -0.710 0.00
H 2.656 -1.351 0.922 0.01
C 2.319 2.489 3.648 0.00
H 2.163 3.507 3.244 0.00
H 3.414 2.347 3.639 0.00
```

Its spin multiplicity is 2. The total charge is -2.

What did we get for relative energy (zero: lowest compared OMol25 entry of this formula, charge and spin)? Answer: 84.4 217.3 271.6 1.7 kJ/mol, in the order shown.
What did we get for max |F|? Answer: 3.843 3.510 1.774 0.552 eV/A, in the order shown.
What did we get for DFT total energy? Answer: -7981.369 -8941.756 -21550.674 -34378.362 eV, in the order shown.